--- P ---
Below is 3 unconnected molecules or ions with the total composition C5H15N3, with properties calculated with ωB97M-V with the def2-TZVPD basis set.

Positions of all 23 atoms, in Å:
1 C 1.715 -2.146 0.438
2 C 0.770 0.439 -1.131
3 C 1.946 -0.031 1.660
4 N 1.187 -0.832 0.727
5 H 1.398 0.886 1.880
6 H 2.140 -0.554 2.606
7 H 1.030 -2.673 -0.226
8 H 2.684 -2.057 -0.066
9 H 1.864 -2.750 1.343
10 H 1.787 0.081 -1.222
11 H 0.673 1.415 -0.680
12 H 0.268 0.338 -2.084
13 H 2.914 0.235 1.222
14 C -3.159 1.080 -1.113
15 C -1.907 1.019 -0.261
16 N -1.138 -0.110 -0.349
17 N -1.631 2.048 0.466
18 H 0.162 -0.776 0.808
19 H -1.517 -0.766 -1.027
20 H -0.776 1.883 1.000
21 H -2.897 1.069 -2.176
22 H -3.797 0.213 -0.922
23 H -3.717 1.989 -0.895

Its orbital gap is 7.95 eV. The LUMO energy is 0.02 eV. Its HOMO energy is -7.932 eV.



--- Q ---
Below is 2 unconnected molecules or ions with the total composition C5H15N3, with properties calculated with ωB97M-V with the def2-TZVPD basis set.

Positions of all 23 atoms, in Å:
1 C -0.228 -1.474 -2.192
2 C 1.132 -0.880 -2.501
3 C 1.812 1.273 -1.996
4 N 1.041 0.573 -2.704
5 H -0.158 -2.554 -2.324
6 H -0.608 -1.261 -1.198
7 H -0.944 -1.086 -2.915
8 H 1.462 -1.273 -3.463
9 H 1.883 -1.088 -1.733
10 H 2.501 0.815 -1.277
11 H 1.799 2.351 -2.119
12 N 0.787 1.314 2.051
13 C -0.235 0.443 1.489
14 C -1.207 0.031 2.588
15 N -2.365 -0.654 2.014
16 H 0.374 2.167 2.417
17 H 1.511 1.559 1.392
18 H 0.254 -0.450 1.097
19 H -0.829 0.884 0.672
20 H -0.656 -0.622 3.266
21 H -1.458 0.932 3.168
22 H -2.947 -1.045 2.749
23 H -2.920 0.044 1.518

Its orbital gap is 10.37 eV. The LUMO energy is 1.07 eV. The SMILES is C=NCC.NCCN. Its HOMO energy is -9.301 eV.



It is Q that is most stable; the runner-up trails by 286.8 kJ/mol.



--- P ---
Below is 2 unconnected molecules or ions with the total composition C5H15N3, with properties calculated with ωB97M-V with the def2-TZVPD basis set.

Positions of all 23 atoms, in Å:
1 C -2.294 -0.083 0.109
2 C -2.161 1.259 0.771
3 N -3.091 2.178 0.061
4 N -1.425 -1.067 0.811
5 H -3.325 -0.317 0.161
6 H -1.997 -0.031 -0.992
7 H -2.446 1.125 1.833
8 H -1.121 1.651 0.679
9 H -2.879 3.115 0.334
10 H -4.026 2.027 0.488
11 H -1.845 -1.368 1.703
12 H -1.388 -1.988 0.318
13 N 1.603 -2.002 -1.146
14 C 1.685 -0.686 -0.480
15 C 3.583 0.863 -0.354
16 C 3.050 -0.325 0.003
17 H 0.601 -2.319 -1.114
18 H 2.079 -2.698 -0.553
19 H 1.015 -0.720 0.379
20 H 1.318 0.011 -1.201
21 H 4.608 1.095 -0.132
22 H 2.949 1.604 -0.780
23 H 3.665 -1.126 0.499

Its orbital gap is 9.75 eV. The LUMO energy is 0.95 eV. The SMILES is C=CCN.NCCN. Its HOMO energy is -8.799 eV.



--- Q ---
Below is 2 unconnected molecules or ions with the total composition C5H15N3, with properties calculated with ωB97M-V with the def2-TZVPD basis set.

Positions of all 23 atoms, in Å:
1 N 2.428 -0.116 1.487
2 C 2.659 1.247 1.561
3 N 2.894 1.845 0.329
4 N 2.731 1.937 2.630
5 H 1.995 -0.511 2.309
6 H 2.110 -0.510 0.620
7 H 2.218 1.583 -0.376
8 H 2.955 2.846 0.443
9 H 2.674 1.340 3.453
10 C -1.062 0.409 -0.126
11 C -1.878 -0.799 -0.580
12 C -2.810 -0.474 -1.756
13 C -0.917 -1.933 -0.944
14 H -0.409 0.055 0.678
15 H -0.397 0.764 -0.920
16 H -1.627 1.270 0.226
17 H -2.515 -1.112 0.253
18 H -3.184 -1.397 -2.200
19 H -2.257 0.037 -2.548
20 H -3.628 0.146 -1.400
21 H -0.316 -2.272 -0.099
22 H -1.449 -2.795 -1.343
23 H -0.217 -1.560 -1.697

Its orbital gap is 9.80 eV. The LUMO energy is 0.73 eV. The SMILES is N=C(N)N.CC(C)C. Its HOMO energy is -9.073 eV.



--- R ---
Below is 3 unconnected molecules or ions with the total composition C5H15N3, with properties calculated with ωB97M-V with the def2-TZVPD basis set.

Positions of all 23 atoms, in Å:
1 C 0.045 -0.176 -0.287
2 C -2.765 1.658 -0.194
3 C -2.689 0.044 1.583
4 N -2.018 1.142 0.930
5 N -0.245 -1.449 -0.159
6 H -0.569 -2.079 -0.895
7 H -0.169 -1.875 0.755
8 H -1.075 0.831 0.613
9 H -0.110 0.133 -1.341
10 H -2.184 2.441 -0.676
11 H -3.699 2.090 0.171
12 H -2.076 -0.303 2.413
13 H -2.898 -0.809 0.914
14 H -3.643 0.398 1.980
15 H -3.019 0.892 -0.945
16 C 4.079 0.299 -0.678
17 C 2.896 -0.586 -0.533
18 N 2.988 -1.828 -0.672
19 H 2.118 -2.345 -0.552
20 H 1.942 -0.063 -0.292
21 H 3.898 1.021 -1.473
22 H 4.231 0.854 0.246
23 H 4.964 -0.288 -0.907

Its orbital gap is 8.83 eV. The LUMO energy is 0.67 eV. Its HOMO energy is -8.164 eV.



It is Q that is most stable; the runner-up trails by 199.0 kJ/mol.



--- P ---
Below is 2 unconnected molecules or ions with the total composition C5H15N3, with properties calculated with ωB97M-V with the def2-TZVPD basis set.

Positions of all 23 atoms, in Å:
1 C 1.549 -0.335 1.358
2 C 0.931 1.876 0.543
3 C -1.337 -0.017 0.997
4 N 0.723 0.438 0.433
5 H 1.313 -0.055 2.387
6 H 2.616 -0.167 1.171
7 H 1.344 -1.401 1.259
8 H 0.755 2.182 1.576
9 H 1.961 2.152 0.289
10 H 0.239 2.424 -0.096
11 H -1.144 0.693 1.802
12 H -1.966 0.497 0.277
13 H -1.821 -0.873 1.455
14 N -1.793 -1.411 -1.346
15 N 0.085 0.587 -1.946
16 C -0.604 -1.321 -0.546
17 C 0.456 -0.303 -0.896
18 H -2.528 -1.901 -0.828
19 H -1.778 -1.884 -2.242
20 H -0.869 0.479 -2.263
21 H 0.668 1.402 -2.061
22 H -0.214 -2.275 -0.193
23 H 1.413 -0.785 -1.131

Its orbital gap is 7.65 eV. The LUMO energy is 0.97 eV. Its HOMO energy is -6.683 eV.



--- Q ---
Below is a molecular structure, C5H15N3, with properties calculated with ωB97M-V with the def2-TZVPD basis set.

Positions of all 23 atoms, in Å:
1 C -0.568 -0.249 1.528
2 C -2.046 -0.548 1.608
3 N -1.222 0.532 -0.684
4 H -1.478 1.479 -0.425
5 H -1.882 0.068 -1.304
6 H -0.283 0.366 2.381
7 H -0.003 -1.177 1.581
8 H -2.260 -1.024 2.573
9 H -2.651 0.360 1.553
10 H -2.356 -1.261 0.841
11 C 2.136 0.287 0.694
12 C 0.456 -1.058 -1.466
13 C 0.220 0.334 -0.873
14 N 0.735 1.345 -1.775
15 N 0.729 0.552 0.451
16 H 0.848 2.266 -1.367
17 H 0.514 1.279 -2.763
18 H 2.760 0.350 -0.209
19 H 2.285 -0.718 1.127
20 H 2.516 1.038 1.392
21 H -0.033 -1.152 -2.441
22 H 0.060 -1.839 -0.813
23 H 1.523 -1.231 -1.610

Its orbital gap is 8.93 eV. The LUMO energy is 1.09 eV. Its HOMO energy is -7.842 eV.



It is Q that is most stable; the runner-up trails by 171.6 kJ/mol.



--- P ---
Below is 2 unconnected molecules or ions with the total composition C5H15N3, with properties calculated with ωB97M-V with the def2-TZVPD basis set.

Positions of all 23 atoms, in Å:
1 C -1.728 -0.143 -0.072
2 C -1.046 0.475 1.018
3 N -2.285 -1.460 0.130
4 N -2.454 0.709 -0.972
5 H -0.459 -0.419 -0.883
6 H -1.771 -1.995 0.820
7 H -2.311 -1.999 -0.729
8 H -3.402 0.869 -0.637
9 H -2.529 0.302 -1.898
10 H 0.191 0.431 0.740
11 H -1.073 -0.040 1.978
12 H -1.205 1.546 1.111
13 C 2.133 1.380 -0.169
14 C 1.968 -1.040 0.685
15 C 1.363 0.081 -0.129
16 N 0.647 -0.308 -1.226
17 H 0.568 0.460 -1.891
18 H 3.046 1.280 -0.769
19 H 1.530 2.181 -0.605
20 H 1.286 -1.891 0.734
21 H 2.900 -1.394 0.227
22 H 2.197 -0.718 1.704
23 H 2.435 1.692 0.833

Its orbital gap is 7.68 eV. The LUMO energy is 0.84 eV. Its HOMO energy is -6.850 eV.



--- Q ---
Below is C5H15N3 in the gas phase, with properties calculated with ωB97M-V with the def2-TZVPD basis set.

Positions of all 23 atoms, in Å:
1 C 0.753 2.073 0.828
2 C 0.715 0.644 0.397
3 C 1.201 0.451 -1.035
4 C 0.219 0.657 -2.206
5 N -1.056 -0.079 -2.194
6 N -0.483 -0.089 0.906
7 C -0.061 -1.419 1.398
8 N -1.198 -2.277 1.757
9 H 0.058 2.260 1.674
10 H 1.698 2.514 1.171
11 H 0.648 2.823 0.014
12 H 1.543 0.142 0.985
13 H 1.638 -0.602 -1.067
14 H 2.063 1.107 -1.084
15 H 0.698 0.298 -3.118
16 H -0.067 1.722 -2.264
17 H -0.976 -1.088 -2.142
18 H -1.650 0.257 -1.454
19 H -0.944 0.500 1.580
20 H 0.520 -1.313 2.334
21 H 0.750 -1.782 0.749
22 H -2.022 -1.733 1.962
23 H -1.380 -2.833 0.927

Its orbital gap is 9.27 eV. The LUMO energy is 0.90 eV. The SMILES is C[C@H](CCN)NCN. Its HOMO energy is -8.370 eV.



--- R ---
Below is 2 unconnected molecules or ions with the total composition C5H15N3, with properties calculated with ωB97M-V with the def2-TZVPD basis set.

Positions of all 23 atoms, in Å:
1 C -0.091 -1.286 -2.073
2 C -1.271 -1.720 -1.257
3 C -1.214 -0.328 -1.813
4 N 1.139 -1.062 -1.363
5 H -0.012 -1.694 -3.084
6 H 1.724 -0.394 -1.855
7 H 1.662 -1.927 -1.268
8 H -1.117 -1.848 -0.197
9 H -1.970 -2.421 -1.689
10 H -1.869 -0.071 -2.631
11 H -1.018 0.490 -1.138
12 C 0.775 -0.056 1.998
13 C 0.970 2.125 1.023
14 N 0.237 1.295 1.957
15 N -1.144 1.338 1.636
16 H -1.665 1.009 2.450
17 H -1.366 0.717 0.854
18 H 0.761 -0.543 1.011
19 H 0.474 3.091 0.973
20 H 1.804 -0.008 2.351
21 H 0.193 -0.648 2.707
22 H 1.010 1.684 0.012
23 H 1.985 2.258 1.393

Its orbital gap is 9.37 eV. The LUMO energy is 1.06 eV. The SMILES is CN(C)N.NC1CC1. Its HOMO energy is -8.306 eV.



--- S ---
Below is 2 unconnected molecules or ions with the total composition C5H15N3, with properties calculated with ωB97M-V with the def2-TZVPD basis set.

Positions of all 23 atoms, in Å:
1 C -1.097 0.427 1.477
2 C -0.039 0.364 0.400
3 C -0.503 0.723 -1.005
4 C -1.825 0.072 -1.468
5 N -1.935 -1.234 -0.954
6 N 0.632 -0.968 0.490
7 C 1.807 -1.175 -0.379
8 N 2.578 -0.035 -0.509
9 H -0.953 -0.003 2.472
10 H -1.416 1.462 1.650
11 H -1.945 -0.188 1.137
12 H 0.787 1.021 0.627
13 H 0.339 0.411 -1.633
14 H -0.534 1.811 -0.996
15 H -1.904 0.287 -2.540
16 H -2.601 0.734 -1.017
17 H -0.056 -1.694 0.266
18 H -2.125 -1.849 -1.749
19 H 1.554 1.680 3.034
20 H 2.335 -2.072 0.013
21 H 2.217 1.913 3.268
22 H 3.276 -0.132 -1.244
23 H 1.409 -1.559 -1.338

Its orbital gap is 3.77 eV. The LUMO energy is -3.15 eV. Its HOMO energy is -6.916 eV.



It is Q that is most stable; the runner-up trails by 80.7 kJ/mol.